DFT (wB97M-V/def2-TZVPD) results for a single C4H9NO2 molecule.

The geometry in XYZ format:
```
16
Properties=species:S:1:pos:R:3
O 1.5945 -0.7657 0.0162
O -1.9248 -0.3913 1.5694
N -0.3902 1.0552 2.4116
C -0.9842 0.3625 1.3955
C -0.4152 0.6029 0.0073
C 0.2788 -0.6658 -0.5141
C 0.2639 -0.7478 -2.0341
H 0.7570 0.1214 -2.4859
H -0.6532 0.7740 3.3443
H -0.2543 -1.5333 -0.1113
H 0.7786 -1.6494 -2.3758
H -1.2622 0.8573 -0.6374
H 2.1436 -0.1131 -0.4495
H -0.7646 -0.7709 -2.4070
H 0.5392 1.4205 2.2856
H 0.2931 1.4436 -0.0148
```

Output
HOMO (Eh): -0.36025
Kohn-Sham gap (eV): 10.5754
Energy relative to the best compared isomer or geometry (same formula, charge and spin) (kJ/mol): 45.7
Charge: 0
SMILES string: C[C@@H](O)CC(N)=O

natural (NBO) population analysis, charges in e, atoms 1 to 5: -0.714, -0.616, -0.819, 0.682, -0.522